Here is C14H33N3O10V as an isolated structure from the Open Molecules 2025 dataset. Energies are from wB97M-V/def2-TZVPD.

Last column: natural (NBO) charge in e.
Element x y z (Å)
O 0.191 0.398 0.836  -0.76
V 1.495 -0.189 0.113  1.53
C 0.569 -2.805 0.077  0.83
O 0.984 -2.183 1.087  -0.76
O 0.711 -2.181 -0.990  -0.76
O 1.439 -3.813 0.045  -0.76
C 4.027 -1.492 -0.636  0.85
O 3.249 -1.052 -1.589  -0.87
O 4.248 -2.762 -0.699  -0.72
O 3.445 -1.215 0.495  -0.82
C -1.226 0.121 -2.049  -0.63
C 0.147 0.319 -2.696  -0.08
C 0.232 1.127 -4.034  -0.06
O -0.891 0.911 -4.874  -0.56
C -1.086 -0.397 -5.388  -0.26
N 1.118 0.814 -1.746  -0.80
H -2.096 0.047 -2.700  0.20
H -1.425 1.028 -1.467  0.19
H -1.205 -0.624 -1.256  0.29
H 0.451 -0.637 -3.133  0.23
H 1.164 1.152 -4.603  0.17
H 0.103 2.190 -3.799  0.15
H -0.190 -0.756 -5.902  0.16
H -1.920 -0.440 -6.088  0.17
H -1.298 -1.132 -4.608  0.19
H 0.989 1.826 -1.828  0.34
H 2.030 0.715 -2.198  0.43
C -3.048 0.368 1.447  -0.61
C -3.121 -0.968 2.150  -0.05
C -3.581 -2.175 1.255  -0.06
O -2.808 -2.255 0.052  -0.54
C -3.302 -3.021 -1.019  -0.24
N -1.770 -1.216 2.668  -0.86
H -4.057 0.645 1.126  0.17
H -2.443 0.315 0.545  0.25
H -2.649 1.116 2.128  0.21
H -3.804 -1.050 2.998  0.16
H -4.671 -2.181 1.131  0.14
H -3.475 -3.110 1.817  0.16
H -2.674 -3.198 -1.894  0.21
H -4.010 -2.436 -1.624  0.14
H -3.769 -3.946 -0.678  0.16
H -1.818 -2.073 3.207  0.33
H -1.036 -1.365 1.982  0.43
C 3.836 3.289 1.856  -0.62
C 3.070 1.952 2.086  -0.07
C 1.871 2.277 2.962  -0.06
O 1.266 1.082 3.389  -0.51
C 0.040 1.295 4.041  -0.23
N 2.705 1.682 0.703  -0.79
H 4.723 2.959 1.309  0.21
H 4.192 3.689 2.810  0.19
H 3.380 4.064 1.242  0.19
H 3.642 1.259 2.701  0.24
H 1.132 2.693 2.262  0.16
H 1.984 3.049 3.728  0.16
H -0.815 1.480 3.391  0.19
H 0.047 2.175 4.700  0.12
H -0.122 0.512 4.780  0.19
H 2.303 2.514 0.269  0.35
H 3.527 1.607 0.109  0.39

Results
Energy ... -2413.6070 a.u.
Net charge ... -2
Spin multiplicity ... 2
LUMO (alpha / beta) ... 4.21 / 4.20 eV